This record from the Open Molecules 2025 dataset describes 14 unconnected molecules or ions with the total composition C78H170F2N28O22P8 in a non-equilibrium geometry. The level of theory is ωB97M-V with the def2-TZVPD basis set.

Geometry as XYZ:
```
308
Properties=species:S:1:pos:R:3
P 4.98 5.77 -3.42
P 3.66 -2.87 -5.10
P 3.78 -4.70 5.51
P -7.63 -1.92 2.33
P -4.40 -4.95 -2.23
P -5.08 5.91 1.52
P 6.24 1.13 0.84
P -0.90 -0.11 0.30
F 1.37 2.22 4.56
F -1.49 -7.19 6.31
O 6.36 6.26 -3.25
O 3.92 -0.01 6.67
O 4.12 1.09 4.71
O -5.63 -4.13 -2.03
O 4.17 -3.98 -4.24
O 5.03 1.98 0.99
O 0.99 -5.00 -1.25
O -7.96 -2.19 3.73
O -4.06 6.88 1.17
O -8.34 -0.55 -1.93
O -1.66 -5.88 3.47
O 2.76 1.97 6.29
O -8.42 1.61 -1.80
O -2.90 -5.67 5.31
O 2.04 2.45 -5.46
O 4.68 -5.42 4.53
O 1.54 4.07 -6.83
O 0.89 4.80 2.46
O -1.62 -0.07 -0.99
O -1.12 4.74 1.72
O -2.49 -3.84 4.10
O 0.84 -5.52 0.86
N 3.48 -3.40 -6.66
N 5.78 -0.38 1.25
N 3.27 -3.31 4.81
N -7.85 0.54 -2.00
N -8.29 -3.05 1.30
N -3.67 -5.22 -0.82
N 7.56 1.56 1.80
N -0.05 5.29 1.86
N 2.41 -5.51 6.00
N 6.87 1.12 -0.69
N 4.48 4.83 -2.13
N -6.60 6.45 1.90
N -4.89 -6.27 -3.11
N 4.65 -1.57 -5.01
N 1.38 3.41 -5.83
N -8.16 -0.54 1.52
N 0.39 0.88 0.13
N 1.47 -5.18 -0.15
N -5.42 4.94 0.24
N -0.24 -1.48 0.94
N 4.78 4.78 -4.72
N -1.91 0.28 1.57
N 2.22 -2.17 -4.71
N -4.47 5.03 2.79
N 4.02 7.12 -3.61
N -6.00 -1.79 2.17
N -3.16 -4.34 -3.14
N 4.63 -4.32 6.87
C -3.49 5.50 3.71
C -4.44 -0.57 -2.82
C 2.03 -1.62 -3.38
C 6.73 2.37 -1.45
C 2.54 2.71 5.12
C -0.25 3.05 -4.07
C -1.17 3.56 -3.16
C 5.73 -5.12 7.38
C 1.63 8.24 0.47
C -1.65 4.88 -3.35
C -1.10 5.69 -4.34
C 6.75 -1.40 1.66
C -7.33 7.36 0.92
C 3.59 -4.56 -1.18
C 3.74 2.36 4.26
C 0.71 1.61 -1.05
C 4.15 -3.35 7.92
C -0.14 5.19 -5.17
C -3.89 0.58 -3.32
C -5.88 1.82 -2.84
C 4.43 -0.83 0.83
C -0.99 7.30 0.86
C -1.74 0.07 2.98
C 7.45 0.05 -1.41
C -7.51 0.69 2.12
C 4.31 -0.16 -5.15
C 4.44 5.29 -6.00
C 4.30 -2.46 4.26
C -5.78 -0.61 -2.43
C -6.66 4.26 -0.06
C 8.92 1.55 1.41
C 3.63 0.91 5.92
C -3.35 -4.09 -4.57
C 5.55 -4.52 0.18
C 4.61 8.36 -3.95
C -1.88 -7.20 3.96
C 1.01 -2.83 -5.18
C -0.77 8.56 0.30
C 0.34 3.92 -4.96
C 3.37 3.95 -2.05
C 2.55 7.07 -3.89
C 6.06 -1.80 -4.88
C -4.38 4.73 -0.71
C 3.27 -2.47 -7.75
C -6.97 6.67 3.27
C -2.91 1.35 1.29
C 1.28 -5.79 5.11
C -2.35 -5.02 4.26
C -1.07 -2.63 1.27
C -2.49 -7.02 5.37
C -2.63 -6.23 -0.72
C -4.46 -5.06 0.42
C 5.87 3.77 -4.87
C 1.46 7.06 1.15
C 4.94 -4.35 -1.07
C -5.13 -1.90 3.33
C 4.94 5.24 -0.79
C 2.10 -2.58 5.27
C 7.39 2.08 3.15
C 0.16 6.57 1.28
C 0.55 8.96 0.04
C -2.01 -3.60 -2.61
C -9.59 -0.27 1.35
C 2.16 -5.95 7.32
C 4.84 -4.89 1.32
C 1.06 -1.92 0.42
C 2.93 -4.98 -0.07
C 3.43 -4.81 -7.05
C -5.36 -1.44 0.96
C -6.29 -6.45 -3.38
C 3.47 -5.14 1.19
C -8.22 -3.00 -0.14
C 1.13 1.37 1.29
C -3.94 -7.18 -3.75
C -4.55 1.78 -3.30
C -8.44 -4.42 1.77
C -6.46 0.60 -2.41
C -5.21 3.83 3.32
H -4.14 2.72 -3.66
H 7.52 2.38 -2.23
H 7.10 -0.90 -0.99
H 0.14 -2.16 -5.02
H 2.30 6.45 1.50
H -9.77 0.55 0.64
H -7.47 4.58 0.58
H 3.43 -3.80 8.61
H -3.90 5.93 4.65
H -2.18 -2.55 -2.29
H 5.32 -4.96 2.29
H 6.19 -2.81 -4.49
H -4.52 3.04 3.59
H 0.30 5.86 -5.88
H 1.17 -0.94 -3.29
H 6.52 -1.15 -4.16
H 1.19 -5.53 7.67
H -7.94 1.53 1.58
H -3.88 3.77 -0.66
H 3.50 -1.46 -7.43
H 5.96 3.30 -3.91
H 3.61 3.09 -1.46
H -2.48 -4.36 -5.18
H -2.96 -7.06 -0.09
H -0.89 -7.63 4.04
H -7.48 -3.73 -0.52
H -2.61 -7.74 3.39
H -0.59 -3.27 2.03
H -7.69 0.66 3.20
H -6.88 7.69 3.63
H -6.28 -1.56 -2.18
H 4.18 -1.72 1.43
H 6.88 3.22 -0.76
H 2.49 4.42 -1.57
H -3.82 -8.07 -3.11
H 2.08 -7.04 7.40
H 5.52 3.02 -5.54
H 7.10 0.12 -2.44
H -8.45 -4.41 2.85
H 0.14 2.02 -4.04
H 5.00 -3.05 3.73
H 5.00 0.34 -5.85
H -6.39 6.12 4.01
H 9.09 1.29 0.37
H -1.40 0.98 3.57
H -1.63 -4.15 -1.75
H 8.07 2.89 3.42
H 3.07 -4.40 -2.11
H -1.29 -3.28 0.41
H 6.62 -4.43 0.28
H -4.49 -2.74 3.13
H 4.24 -5.05 -7.78
H -1.57 2.97 -2.35
H -4.38 -7.45 -4.73
H 2.47 -1.78 5.93
H 3.73 -1.88 3.55
H 0.51 2.66 -0.86
H 6.06 -5.89 6.67
H -4.76 4.76 -1.75
H 2.91 -5.56 8.00
H 1.44 -2.87 0.87
H 4.80 -1.83 5.01
H 1.10 -6.87 5.12
H 0.39 -5.29 5.51
H 1.47 -2.29 4.42
H 4.45 -1.15 -0.24
H 2.89 -5.46 2.04
H -3.80 -5.28 1.27
H -4.25 -4.54 -4.97
H -6.49 3.19 0.01
H 0.10 1.25 -1.87
H 5.44 -5.58 8.33
H -5.30 -5.79 0.54
H 4.95 4.37 -0.09
H -5.60 -0.43 0.65
H -4.27 -1.48 1.13
H 2.42 3.75 5.41
H -10.06 -1.19 0.98
H -8.06 6.39 3.37
H -7.04 4.49 -1.07
H -5.89 4.09 4.15
H -7.11 7.02 -0.09
H 0.75 -3.68 -4.52
H -6.83 -5.53 -3.53
H 7.56 1.27 3.86
H -3.84 1.33 1.89
H 2.20 7.70 -4.76
H 6.81 4.18 -5.22
H 0.53 1.11 2.17
H 2.23 -2.49 -8.08
H 1.91 -2.34 -2.57
H -2.85 0.62 -3.66
H -4.80 -4.03 0.49
H 0.93 -2.20 -0.67
H 6.39 2.48 3.27
H -7.58 -5.04 1.57
H 9.31 2.52 1.67
H -9.19 -3.23 -0.50
H 7.46 -1.05 2.42
H -10.05 0.05 2.30
H -2.86 6.23 3.23
H 1.24 2.44 1.25
H -2.39 5.25 -2.64
H 5.74 2.57 -1.90
H 6.18 -2.21 2.14
H -2.97 -6.69 -3.93
H -1.43 6.70 -4.36
H 6.58 -1.64 -5.86
H -6.99 8.40 1.07
H 9.53 0.83 2.00
H -6.41 -7.13 -4.24
H 4.43 0.35 -4.19
H 2.48 -5.07 -7.53
H -8.04 -1.99 -0.44
H 2.10 0.94 1.43
H 4.31 6.05 -0.32
H 3.89 -2.69 -8.63
H 1.82 -1.16 0.59
H 1.77 1.55 -1.28
H -3.65 5.55 -0.59
H 3.68 -0.05 0.98
H 2.31 6.02 -4.16
H 6.00 5.48 -0.91
H -1.71 -5.85 -0.25
H -6.44 0.73 1.95
H 1.46 -3.15 5.92
H -5.60 -2.08 0.08
H -2.05 -2.35 1.64
H 5.56 -4.06 -1.93
H -2.01 6.92 0.99
H -3.32 -7.65 5.61
H 4.26 4.50 -6.69
H -1.01 -0.73 3.11
H -2.73 -0.14 3.42
H 2.65 8.45 0.17
H 4.52 3.07 4.57
H -6.51 2.69 -2.90
H -3.91 -1.51 -2.86
H 5.26 5.93 -6.35
H 3.65 2.40 3.17
H 3.27 0.01 -5.42
H -1.26 -3.61 -3.41
H 1.86 7.39 -3.10
H 2.92 -1.03 -3.14
H 3.74 -2.48 7.49
H -5.67 -2.08 4.26
H -2.40 -6.63 -1.70
H 5.66 8.42 -3.77
H -3.40 -3.01 -4.78
H 4.16 9.11 -3.33
H -8.41 7.33 1.12
H 3.59 -5.45 -6.19
H 1.09 -3.18 -6.20
H -1.59 9.19 -0.05
H 7.25 -1.91 0.85
H 3.52 5.89 -5.95
H 4.35 8.52 -5.01
H -4.48 -1.04 3.42
H 5.07 -3.05 8.43
H -3.29 1.31 0.27
H -9.36 -4.86 1.39
H 8.55 0.08 -1.38
H -5.90 3.47 2.56
H -2.38 2.29 1.40
H 1.48 -5.39 4.12
H 3.10 3.55 -3.02
H 6.59 -4.48 7.60
H 0.71 9.84 -0.56
H -2.89 4.64 4.05
H -6.74 -6.93 -2.52
```

The HOMO-LUMO gap comes out at 7.20 eV. The strongest force on any atom is 2.89 eV/Å. Its spin multiplicity is 1.